1.
The following is a DFT calculation (ωB97M-V/def2-TZVPD) of a 2-piece molecular cluster, C8H20 overall at a distorted geometry.

```
28
Properties=species:S:1:pos:R:3:forces:R:3
C -0.022 1.387 -3.220 0.1632 0.0635 0.1741
C -0.859 -0.108 -1.339 0.3634 -0.5491 -0.1430
C 1.268 -0.810 -2.632 -0.5367 0.7592 0.0721
C 0.376 0.378 -2.139 -0.3206 -0.2585 0.6515
H -0.474 2.240 -2.686 0.0674 -0.1474 -0.4723
H -0.762 0.988 -3.934 0.2715 0.0415 0.2618
H 0.852 1.750 -3.786 -0.3219 -0.1067 0.1827
H -1.481 0.733 -0.989 0.2254 -0.3158 -0.2572
H -0.412 -0.605 -0.462 -0.7603 0.0406 -0.4683
H -1.507 -0.832 -1.861 0.2714 0.2726 -0.0120
H 2.152 -0.420 -3.163 -0.3044 -0.2018 0.1874
H 0.679 -1.426 -3.332 0.2691 0.1354 0.1967
H 1.610 -1.451 -1.802 -0.1946 0.2859 -0.2668
H 0.870 0.936 -1.318 0.5466 -0.1053 -0.7483
C -1.454 -0.834 2.416 -0.4075 0.6416 -0.5940
C 0.031 1.103 1.634 -0.7186 0.5007 0.5455
C 0.923 -0.785 3.135 0.3423 0.6054 -0.4809
C -0.051 -0.361 2.013 0.4687 -1.7124 0.0322
H -1.892 -0.153 3.166 0.0746 -0.2510 -0.1847
H -1.486 -1.862 2.814 0.2133 0.4188 -0.2246
H -2.068 -0.791 1.501 -0.2071 -0.0751 0.4775
H 1.046 1.529 1.560 -0.2976 -0.4259 0.0692
H -0.516 1.634 2.431 0.2544 0.3434 -0.3614
H -0.491 1.272 0.677 0.2325 0.1196 0.5915
H 0.970 -1.875 3.295 -0.1586 0.4402 -0.1654
H 0.611 -0.304 4.077 0.1849 -0.1696 -0.2307
H 1.932 -0.423 2.873 -0.2023 -0.2087 0.3232
H 0.156 -0.911 1.072 0.4816 -0.1411 0.8441
```
Forces are in eV/Å.

For the total energy, the calculation gives -8620.1937 eV. As for the LUMO energy: 1.0 eV. The energy relative to the best compared isomer or geometry (same formula, charge and spin) is 45.5 kJ/mol. As for the total charge: 0. The HOMO-LUMO gap is 0.4352 Ha. Its HOMO energy is -10.82 eV.

Which charges does Mulliken predict for the atoms? In e, they are:
1 C -1.3928
2 C -1.2146
3 C -1.3395
4 C 1.0315
5 H 0.3437
6 H 0.3211
7 H 0.3609
8 H 0.3496
9 H -0.0896
10 H 0.4405
11 H 0.3684
12 H 0.3187
13 H 0.3141
14 H 0.0401
15 C -1.2776
16 C -1.0765
17 C -1.4568
18 C 1.1527
19 H 0.3356
20 H 0.3508
21 H 0.3118
22 H 0.2964
23 H 0.3802
24 H 0.1108
25 H 0.3616
26 H 0.3250
27 H 0.3702
28 H -0.0364


2.
The following is a DFT calculation (ωB97M-V/def2-TZVPD) of one molecule with the formula C17H26O2 at a distorted geometry.

```
45
Properties=species:S:1:pos:R:3:forces:R:3
O 2.723 -4.490 1.617 -0.0065 1.8214 -2.7214
O 2.332 -3.231 -0.318 0.1370 0.1111 0.9610
C 2.699 -4.324 0.381 -0.9986 -1.6697 3.4911
C -1.279 4.043 -1.265 -0.3329 0.1124 -0.5114
C -1.129 3.067 -0.350 -2.4830 1.6742 -0.7734
C 0.080 -2.266 -0.311 2.4342 0.0735 0.9432
C -0.265 -1.320 -1.146 -0.4198 0.7395 -0.8784
C 2.844 -5.551 -0.438 -1.3732 0.7745 -3.3694
C -0.872 -3.396 -0.181 -0.3876 -0.6424 -0.1959
C 1.538 -2.229 0.361 -2.5887 0.9264 -0.3853
C 0.466 -0.143 -1.697 -0.9118 -0.8586 -0.0405
C -1.829 3.289 2.168 -0.5584 -2.0252 -1.3402
C -0.569 2.389 2.315 -2.4895 -1.6638 -0.8763
C -2.218 1.266 0.903 1.4560 1.5782 2.2390
C 1.364 2.542 -0.353 -1.3420 1.2720 1.5633
C -0.184 1.193 -1.727 -2.5896 -0.2366 1.6419
C -2.313 2.800 0.739 -0.9858 1.0842 -1.2461
C -0.646 1.417 1.058 1.0760 -3.3038 0.8902
C -0.081 1.960 -0.375 -1.1111 1.5735 1.3976
H -2.034 4.849 -1.357 0.0066 -0.8490 0.9983
H -0.742 4.106 -2.209 0.8836 -0.3316 0.3593
H -1.189 -1.600 -1.626 -0.5614 0.7789 -0.3710
H 2.574 -5.293 -1.531 0.6493 -0.6253 1.5720
H 3.788 -5.995 -0.385 1.7583 -0.2519 0.0112
H 2.195 -6.363 -0.129 -0.4928 0.3593 0.3972
H -0.969 -3.743 0.813 0.2083 -0.5776 1.2701
H -0.594 -4.241 -0.810 0.1563 -0.1453 0.0371
H -1.907 -3.140 -0.448 0.4250 0.2808 -0.2240
H 1.416 -2.396 1.450 0.6212 -0.2043 -0.6603
H 1.896 -1.173 0.165 0.1745 -1.6148 0.3204
H 0.760 -0.405 -2.667 -0.1612 -0.5479 -2.0689
H 1.429 -0.057 -1.330 1.9228 0.3413 1.5752
H -2.535 3.110 3.004 0.0969 0.1986 -0.7273
H -1.571 4.294 2.091 0.3107 1.8640 0.1892
H -0.762 1.734 3.219 1.1817 0.8945 -0.8847
H 0.263 3.009 2.245 1.8777 0.6086 0.7507
H -2.418 0.629 0.103 -0.7510 -0.7743 -1.5350
H -2.800 0.935 1.848 1.2378 0.3448 -1.4443
H 1.661 2.732 -1.395 0.1062 0.3270 0.6071
H 2.024 1.801 0.090 0.3507 0.1650 0.1212
H 1.299 3.518 0.291 0.7473 -1.7790 -1.3118
H 0.275 1.785 -2.480 0.4646 0.7344 -0.5179
H -1.266 1.188 -2.015 0.7464 -0.5400 0.1255
H -3.323 3.241 0.310 2.0211 -0.8021 1.1044
H -0.131 0.457 1.370 -0.5056 0.8051 -0.4826
```
Forces are in eV/Å.

For the total energy, the calculation gives -22142.0041 eV. As for the LUMO energy: 0.7 eV. The energy relative to the best compared isomer or geometry (same formula, charge and spin) is 368.1 kJ/mol. As for the total charge: 0. The HOMO-LUMO gap is 0.3591 Ha. Its HOMO energy is -9.05 eV.

Which charges does Mulliken predict for the atoms? In e, they are:
1 O -0.5966
2 O -0.3014
3 C 0.7316
4 C -1.2664
5 C -0.4845
6 C 1.0434
7 C -0.5785
8 C -0.9756
9 C -1.6886
10 C -0.3192
11 C -1.8435
12 C -0.9433
13 C -0.8094
14 C -1.0202
15 C -1.6970
16 C -0.9889
17 C 0.0554
18 C 0.3832
19 C 1.5273
20 H 0.3382
21 H 0.2703
22 H 0.3891
23 H 0.2539
24 H 0.3533
25 H 0.2880
26 H 0.4041
27 H 0.3163
28 H 0.4647
29 H 0.4232
30 H -0.0096
31 H 0.6395
32 H 0.7849
33 H 0.3577
34 H 0.4490
35 H 0.3359
36 H 0.3579
37 H 0.4301
38 H 0.3047
39 H 0.3996
40 H 0.3206
41 H 0.4217
42 H 0.5900
43 H 0.4211
44 H 0.3640
45 H 0.1040